No. 1
ORCA calculation (wB97M-V/def2-TZVPD) on a 11-piece molecular cluster, C28H43NO34S4 overall at a distorted geometry.

Positions of all 110 atoms, in Å:
H 0.608 0.741 -1.216
O -4.181 -0.208 -1.875
H -2.813 1.531 -3.069
N 2.293 1.510 5.429
O 3.146 -3.667 0.014
O 0.778 -1.619 2.538
H 4.737 0.182 3.972
C -1.684 4.199 3.053
H 3.896 3.649 4.036
H -2.313 -4.505 3.378
H 3.497 -2.725 -1.751
O -2.553 4.528 3.902
O 3.562 -0.786 -5.011
O 4.582 -4.576 1.555
O 0.672 0.865 2.802
H 1.556 4.962 3.005
H -1.198 0.724 -4.619
H -4.378 3.946 0.316
H 3.852 -0.801 0.550
C 3.693 0.497 -3.187
O -6.442 2.941 -0.691
O -1.024 -4.366 1.852
O 3.534 2.026 0.478
O 4.059 4.249 -0.457
C -1.070 0.257 0.081
C 3.236 -2.485 -0.720
C -1.255 -4.311 3.204
S 3.577 3.448 0.722
H -1.352 2.244 5.185
O 0.934 -2.926 -4.170
O -1.206 5.015 2.223
H 3.372 1.325 -5.286
H -2.824 -1.941 0.629
H -0.981 -3.351 3.641
H 4.965 -1.092 -0.724
C 0.258 0.904 -0.196
C -0.130 2.871 -2.868
O -4.267 2.751 -1.457
S -4.613 -1.604 -1.625
C -3.010 3.471 4.674
O 1.116 0.035 0.582
H -2.261 -3.896 -0.764
H 3.976 5.318 3.377
H -5.778 2.640 1.261
O 4.828 -2.563 -4.137
C 3.992 0.852 3.543
H 1.423 -5.124 -1.993
C 0.727 -4.446 -2.487
C 4.399 -1.405 -4.109
C -0.354 -5.507 3.699
O 4.466 3.723 2.086
S -5.657 3.319 -2.145
C -1.184 1.808 -4.509
O 4.512 -0.692 -3.038
H 2.085 0.567 -4.518
O 0.429 -1.062 -3.045
C 4.220 -1.591 -0.104
H 2.304 -1.921 -0.732
H -0.958 -6.401 3.861
H 4.333 1.832 3.210
O 0.583 -4.923 0.395
C 3.169 0.498 -4.606
H -3.519 2.457 0.531
C -2.037 2.370 4.346
H 3.453 0.483 2.671
S 0.413 -0.298 2.011
O -3.372 -2.657 -1.874
H 0.399 1.926 0.156
C -2.217 2.322 -3.524
O 2.129 3.962 1.347
H 2.481 -4.158 -3.821
H -3.814 -3.325 1.272
C -5.593 2.305 0.240
H -4.078 3.483 4.454
H -2.921 2.955 -4.064
H -3.955 -4.302 -0.903
O 0.491 -3.128 -2.032
H 1.840 3.226 3.206
H -1.954 0.876 -0.075
H -1.442 2.275 -5.460
H 2.856 0.497 -2.489
O 4.916 -2.494 0.711
O 0.736 3.478 -2.356
O -1.051 -0.363 1.332
O -5.785 -2.103 -2.339
C 0.562 -2.270 -3.091
H -2.931 3.627 5.750
C 1.395 -4.195 -3.916
O -5.587 4.769 -2.487
H -2.536 1.413 4.194
O -1.389 3.054 -2.663
C 3.696 4.284 3.174
C 4.210 -3.589 0.852
H 4.181 1.471 -3.186
C -4.273 2.940 -0.091
O -1.411 2.885 3.202
O 0.083 2.110 -4.006
H -1.261 -0.574 -0.598
C 3.047 1.182 4.588
O -6.076 2.437 -3.214
H -0.291 -4.820 -2.601
O -4.714 -1.917 -0.027
H 1.059 -4.964 -4.612
H -5.827 1.243 0.173
O 0.556 -5.721 2.656
H 0.244 -5.142 4.533
C -3.648 -2.631 0.448
C -3.264 -3.468 -0.785
C 2.199 4.130 2.716
C 0.115 -4.975 1.505

Results
- Total charge: 0
- Frontier orbital gap: 9.77 eV

=====

No. 2
ORCA calculation (wB97M-V/def2-TZVPD) on a 2-piece molecular cluster, C28H44BF2N4O9PSi overall at a distorted geometry.

Positions of all 90 atoms, in Å:
O -4.030 5.507 2.753
C 0.165 1.009 -1.576
C -3.469 2.986 5.264
C 0.564 1.301 -3.080
H 3.010 -2.019 2.090
N -2.554 2.153 -5.794
H -1.964 1.323 -5.636
C 1.461 3.029 -0.755
H 1.516 -1.556 1.190
C 1.995 -2.416 1.760
C -1.950 -1.786 0.408
H 1.414 -1.945 -1.317
O -1.783 4.938 1.821
H -1.953 3.305 -2.563
H -4.727 1.148 4.756
H 3.788 -4.571 2.642
C -1.521 -3.950 1.262
H -0.770 -5.975 1.553
O -2.395 7.334 2.246
B -1.261 -1.129 -2.437
H -0.224 0.341 3.526
C -0.309 -4.943 1.489
C -0.329 2.436 -3.766
Si 2.337 -3.948 0.686
C 0.271 1.554 0.896
H 4.092 2.316 2.803
H 1.433 -2.651 2.708
H 2.298 -1.092 -3.600
O -2.627 0.902 4.335
H 3.454 3.196 -0.106
H -3.499 3.903 4.586
H 2.947 1.613 -0.455
F -2.646 -4.723 0.901
C -0.916 -0.057 2.735
C -1.069 -0.521 0.154
O -3.491 6.072 0.375
C -0.683 -0.162 -1.304
H 4.642 -5.056 1.120
H 5.054 -4.570 -0.922
F -1.797 -3.357 2.497
H 0.322 -4.742 -0.716
N 2.905 2.597 -0.724
O -1.290 -3.048 0.219
H -0.798 -1.188 2.764
N 0.610 1.855 -0.498
P -2.921 5.966 1.796
N 3.192 2.823 2.889
C 0.745 -4.975 0.301
H 3.258 -6.076 1.738
H -1.957 2.747 -6.388
C -2.836 2.869 -4.520
H 1.613 1.743 -3.007
H -2.954 -0.838 3.257
O -0.504 -1.914 -3.334
H 0.232 -4.738 2.451
H 0.671 0.366 -3.688
H -3.064 -0.356 -2.297
H -3.861 2.514 -4.182
H -4.117 2.120 3.349
C 2.327 2.084 2.277
H -2.212 1.516 -2.830
H -3.035 0.639 2.228
H 5.961 -3.685 -3.184
C 4.435 -3.823 -1.483
H 0.108 3.441 -3.465
C 2.380 -2.332 -1.731
H -2.392 2.883 5.601
O -3.116 -1.642 0.699
H 0.239 2.281 3.047
H -2.807 3.984 -4.679
C 3.130 -3.353 -0.940
H -1.162 -2.305 -3.944
H 4.523 -1.936 -4.562
H 2.696 1.123 1.796
H 0.699 3.559 1.867
C -2.471 0.182 3.098
H -4.188 3.018 6.128
C 0.799 2.450 2.091
C -1.846 2.459 -3.313
C 4.973 -3.339 -2.784
C 4.196 -2.342 -3.574
H 1.116 -6.051 0.236
H -0.166 2.354 -4.877
C -0.546 0.370 1.267
H 1.309 3.433 -1.805
H 1.246 3.888 -0.066
C 2.906 -1.843 -3.034
C 3.629 -5.018 1.610
O -2.689 -1.231 -2.528
C -3.820 1.712 4.355

Results
- Relative energy (zero: lowest compared OMol25 entry of this formula, charge and spin): 91.6 kcal per mole
- Total charge: -2
- Frontier orbital gap: 2.31 eV

=====

No. 3
ORCA calculation (wB97M-V/def2-TZVPD) on C28H44Br47F3INP3 as an isolated structure at a distorted geometry.

Positions of all 127 atoms, in Å:
H -6.235 -1.442 -3.290
H -1.656 0.205 -2.434
C -3.815 2.347 -0.339
C -4.618 7.976 4.176
H -0.487 0.234 0.919
H -3.260 1.134 -6.145
Br -5.330 4.915 -13.805
F -3.930 5.856 1.201
H -7.832 -0.537 -3.426
Br 5.084 0.941 4.991
P -2.889 -1.772 0.877
H -4.815 0.740 0.779
H -4.786 4.602 -11.402
H 0.885 1.586 -0.386
Br 8.064 0.100 11.747
Br 4.791 2.197 0.473
H 12.442 -1.560 2.771
Br -4.804 9.859 3.755
Br 11.818 -1.385 0.373
Br -0.760 1.635 -12.172
I -3.302 -2.664 -2.308
Br 10.570 0.061 2.950
C 8.966 -1.399 10.915
Br 2.445 -14.263 3.241
C -4.111 1.061 -5.391
H -7.330 -1.158 -1.785
H -0.680 -2.058 -0.929
Br 5.669 -0.869 0.813
H -6.509 1.070 -1.511
C 0.908 -1.552 1.241
Br -3.612 6.752 -11.814
Br -5.177 -5.033 4.831
F -4.494 3.319 1.818
H -5.021 -1.957 1.255
Br -6.276 7.219 4.832
H 2.145 3.169 5.750
H -2.037 -1.085 1.795
H 0.285 -0.809 -1.794
P -4.321 0.529 -2.655
Br -0.317 3.395 5.511
Br 8.242 -1.788 9.161
Br 2.040 5.947 -1.294
H 1.952 -1.231 1.559
Br -0.170 6.797 -3.461
Br 1.824 2.077 3.539
H -1.450 1.012 -0.837
Br -3.236 4.162 -6.558
H 1.928 0.930 0.946
C 6.852 0.550 4.307
H 0.334 -1.726 2.209
C -3.854 -0.159 -4.340
Br -3.148 7.655 5.396
Br 0.155 3.717 -2.622
Br 1.763 -2.290 -4.144
Br 11.504 2.662 5.897
Br 7.894 2.161 4.034
H 2.154 0.251 -0.809
Br 13.648 0.530 2.184
Br 1.454 0.907 6.507
H -3.050 0.773 1.154
Br 0.358 -9.060 7.000
H 10.003 -1.108 10.773
C -3.791 0.901 0.305
Br 1.176 -0.850 -6.944
Br -2.362 -3.754 3.983
H -4.831 -0.993 -0.646
Br -5.504 2.906 -8.463
H -4.379 7.464 3.248
Br 0.744 0.748 -4.192
C 0.275 -0.397 0.351
H -2.052 -0.458 -11.851
Br 7.795 -0.729 5.420
Br -2.451 -6.622 5.423
C 12.160 -0.709 2.156
Br -1.357 -0.053 -9.503
C -1.114 -0.116 -11.423
C 0.295 5.560 -2.043
C -3.913 4.008 -8.366
Br 0.275 -15.811 5.028
Br 0.244 -1.401 -11.933
Br -2.540 3.403 -9.594
Br 12.456 -0.373 6.315
H -4.200 5.008 -8.680
P -3.463 -0.565 -0.920
H -2.753 -0.405 -4.462
H -0.432 5.700 -1.247
H -4.520 -0.997 -4.722
H -5.036 0.809 -6.010
F -2.206 5.355 -0.129
C -3.366 -5.387 4.239
N -4.173 -2.305 1.716
H -0.797 -11.178 7.590
H -3.025 2.548 -1.118
Br -4.671 5.291 -1.366
C -3.523 4.959 0.188
Br 10.983 1.190 8.701
Br -6.704 6.167 -11.188
H -4.871 2.539 -0.692
C 5.700 0.691 -0.338
C -3.554 3.478 0.776
H -4.266 2.015 -4.815
C 1.437 0.650 -0.038
C 1.386 2.484 5.383
Br 5.006 0.297 -2.103
Br 1.760 -13.218 6.195
H 10.181 0.624 6.417
C 1.083 -14.100 4.609
Br -2.726 -9.617 7.687
C 11.144 0.976 6.781
C 1.769 -0.614 -5.115
C -6.195 0.684 -2.525
Br -1.356 -11.064 5.173
C -6.926 -0.721 -2.754
C -1.695 -0.001 -1.307
C -0.488 -0.954 -0.964
H 6.741 0.976 -0.461
H -3.438 -5.870 3.268
H 6.720 0.086 3.333
C -5.068 5.484 -11.972
Br 8.966 -2.965 12.057
H 0.298 -13.467 4.204
H -2.192 -2.966 0.460
H 1.045 -2.534 0.686
C -1.089 -10.347 6.954
H -6.515 1.466 -3.291
H 2.800 -0.274 -5.154
Br -1.764 3.220 1.654

Results
- Total charge: -1
- Frontier orbital gap: 4.74 eV

=====

No. 4
ORCA calculation (wB97M-V/def2-TZVPD) on C28H44BrFeN3P2S as an isolated structure at a distorted geometry.

Positions of all 80 atoms, in Å:
H -3.487 0.068 -1.642
H 4.418 -2.322 -0.116
C -0.428 1.010 5.377
C -2.473 3.210 1.019
C -3.007 -2.855 -0.462
C 1.498 3.588 -1.209
H -1.948 -0.223 4.432
H -0.933 0.816 2.734
C 2.518 4.339 -0.558
C 1.781 -0.390 -1.576
C 3.250 5.189 -1.388
H 2.045 1.217 0.760
H 2.248 4.410 -4.407
C -3.776 2.683 1.004
Br -5.385 0.202 0.384
H -4.928 -2.266 -1.314
H -2.354 4.323 0.941
C -3.177 -0.788 -3.646
C 2.242 -2.583 0.221
C -1.437 2.253 1.114
H 4.178 0.983 1.985
Fe -1.782 -0.963 1.022
P 1.356 -0.927 0.154
P -1.854 -1.724 -1.377
H -2.343 -1.070 -4.299
C -2.680 -0.364 -2.267
H 1.488 -3.297 -0.154
H 4.434 0.363 0.370
H 3.989 -0.218 -1.640
C -1.193 -3.891 -3.176
H 4.283 -0.749 1.732
C -4.332 -3.185 -1.162
H -1.495 -4.605 -2.400
H -3.249 -2.341 0.519
C 0.023 -0.898 4.100
H -3.876 -1.630 -3.584
C -1.641 1.065 1.943
H -0.729 1.891 4.771
C 3.571 -2.923 -0.469
H 1.935 0.178 2.171
H 3.138 1.346 -1.447
H -0.799 1.095 6.415
H 1.745 -1.311 -2.176
H -4.181 -3.693 -2.131
H -0.361 -4.326 -3.748
H -2.456 -3.782 -0.206
C 3.081 0.347 -1.901
H -4.896 -3.871 -0.504
H 3.930 5.927 -0.959
H 2.785 4.232 0.496
H -3.698 0.062 -4.100
C -3.926 1.300 1.244
H 3.537 -2.871 -1.565
N 3.151 5.189 -2.716
H -3.271 -0.375 2.527
C 2.372 0.247 1.166
H 3.785 -3.971 -0.214
S -0.055 -1.863 2.711
H 2.347 -2.753 1.303
H 0.922 0.250 -1.846
C -0.226 2.401 0.393
C 1.073 0.798 5.284
N -0.963 -0.199 4.691
H -4.661 3.301 0.822
H 1.510 1.474 4.515
C 3.893 0.181 1.301
C 1.549 3.406 -2.620
H 1.114 2.575 -3.174
C -2.990 0.531 1.964
H 0.221 -2.744 -2.006
C -0.714 -2.572 -2.566
H 2.069 -0.921 4.465
H -2.034 -3.725 -3.862
C 0.484 3.022 -0.404
H 3.087 0.490 -2.990
H -0.471 -1.863 -3.379
N 1.170 -0.563 4.739
C 2.321 4.339 -3.321
H -1.903 0.417 -2.367
H 1.570 0.896 6.259

Results
- Relative energy (zero: lowest compared OMol25 entry of this formula, charge and spin): 33.5 kcal per mole
- <S²>: 6.031
- Total charge: +2
- Frontier orbital gap (spin up / spin down): 6.75 / 6.46 eV
- Spin multiplicity: 5

=====

No. 5
ORCA calculation (wB97M-V/def2-TZVPD) on C28H44BrHgNOP2 as an isolated structure at a distorted geometry.

Positions of all 78 atoms, in Å:
C 0.883 0.691 5.420
H 4.116 -1.802 -0.218
H 1.950 -2.251 2.714
H -0.230 -4.461 -2.493
H -2.355 -1.814 -4.853
H 0.976 -3.203 1.586
Hg -1.059 1.104 -3.096
H 2.518 0.292 -1.846
C -3.225 -2.265 -0.196
H 1.512 0.238 7.402
C -0.650 5.531 -5.750
C 3.083 -3.661 1.499
C -2.474 1.966 0.132
C 3.437 -0.265 -1.623
H -1.030 -0.119 5.975
C -3.102 -1.278 -4.253
H 2.017 0.081 2.501
Br -1.315 -0.901 2.837
H 2.352 1.027 1.053
H 2.998 -4.460 2.243
C -0.909 2.720 -1.616
H 1.357 -1.185 6.338
H 3.057 -4.139 0.512
H -0.752 -4.786 -0.818
H -0.715 1.483 6.645
H 4.315 0.848 2.526
C -0.713 4.335 -5.036
C -0.295 1.598 1.792
H 0.888 -4.180 -1.135
H 2.737 -0.074 6.133
C -0.754 3.192 -2.816
H 4.066 -3.199 1.639
C -0.666 -2.662 -1.340
C -0.580 0.854 5.758
H -1.073 1.327 4.914
C -0.161 -4.105 -1.452
H -3.216 -0.287 -4.705
C -1.206 2.509 -0.244
H -0.571 -2.261 -0.317
C -0.220 2.548 0.774
H 4.704 0.039 0.998
H -4.466 -3.246 1.298
H -3.370 2.278 -0.412
H 2.881 -2.341 -1.361
H 4.159 0.430 -1.180
H -0.805 3.399 -5.574
C -4.158 -3.393 0.256
H 0.506 1.529 2.524
H -4.065 -1.799 -4.321
H -3.695 -4.385 0.185
H 0.603 3.273 0.731
C -2.607 -1.097 -2.818
C 1.679 -0.138 6.389
N -0.480 6.696 -5.148
O 1.403 1.200 4.427
H -0.138 -1.977 -2.022
C -1.387 0.707 1.890
P 1.855 -1.253 0.515
H -3.283 -0.461 -2.222
H -5.063 -3.404 -0.363
C -2.540 0.997 1.126
P -2.452 -2.619 -1.847
H -0.438 5.745 -1.941
C -0.638 4.382 -3.633
C -0.493 5.645 -3.021
C 4.067 -0.009 1.888
H -0.732 5.541 -6.833
H -1.524 -0.720 -2.862
C -0.419 6.782 -3.830
H -2.433 -2.078 0.545
H 3.847 -0.597 -2.583
H 4.309 -0.913 2.461
C 2.584 0.076 1.559
C 3.197 -1.491 -0.734
C 1.939 -2.679 1.699
H -3.777 -1.323 -0.300
H -0.306 7.771 -3.384
H -3.455 0.441 1.318

Results
- Relative energy (zero: lowest compared OMol25 entry of this formula, charge and spin): 68.5 kcal per mole
- Total charge: +2
- Frontier orbital gap (spin up / spin down): 3.79 / 3.79 eV

=====

Q: Among the records above, which one has the lowest total charge?
A: C28H44BF2N4O9PSi

=====

Q: Look up the total charge of the first one.
A: 0

=====

Q: Which value of total charge does entry 5 give?
A: +2